The following is a quantum chemistry calculation of a cluster of 2 separate species, C6H12O in total, from the Open Molecules 2025 dataset.

Each line ends with the Mulliken charge.
CARTESIAN COORDINATES (ANGSTROEM)
C (-0.2962, -0.0925, 0.1549)  -1.18
C (-1.7339, -0.4418, 0.4583)  0.11
C (-2.7092, -0.6377, -0.6663)  -0.59
C (-2.8052, 0.5814, 0.2083)  -0.64
H (0.2767, -0.9616, -0.1947)  0.30
H (-0.2491, 0.6732, -0.6272)  0.29
H (0.2090, 0.3196, 1.0332)  0.34
H (-1.8879, -1.0782, 1.3283)  0.38
H (-2.3452, -0.5086, -1.6828)  0.23
H (-3.4721, -1.4032, -0.5594)  0.26
H (-2.4962, 1.5345, -0.2144)  0.23
H (-3.6375, 0.6510, 0.9025)  0.26
C (3.2970, -0.3117, 0.2784)  -0.89
C (2.6338, 0.8440, -0.4247)  0.14
O (2.1657, 1.7949, 0.1544)  -0.47
H (3.2918, -1.2188, -0.3305)  0.30
H (4.3411, -0.0427, 0.4730)  0.33
H (2.8144, -0.4929, 1.2427)  0.26
H (2.6029, 0.7911, -1.5339)  0.36

Its energy above the lowest of the compared OMol25 structures with the same formula, charge and spin is 156.4 kJ/mol. The molecular weight is 100.2 g mol⁻¹. Its frontier orbital gap is 11.001 eV. Its lowest unoccupied orbital energy is 1.03 eV. For the HOMO energy, the calculation gives -9.968 eV.

---

The following is a quantum chemistry calculation of a structure of composition C2EuLiO4, from the Open Molecules 2025 dataset.

Each line ends with the Mulliken spin population.
CARTESIAN COORDINATES (ANGSTROEM)
O (0.9824, -1.3165, 0.0743)  -0.01
C (-0.0965, -0.7546, -0.2558)  0.00
O (-1.2109, -1.2996, -0.3366)  0.00
Li (-2.4852, -0.0801, 0.4303)  0.00
Eu (3.0148, -0.0411, 0.1438)  7.03
O (-1.1787, 1.3513, 0.1069)  0.00
O (1.0590, 1.3295, -0.0347)  -0.01
C (-0.0848, 0.8110, -0.1282)  0.00

Its spin multiplicity is 8. Its energy above the lowest of the compared OMol25 structures with the same formula, charge and spin is 0.0 kJ/mol. The molecular weight is 246.9 g mol⁻¹. Its frontier orbital gap (spin up / spin down) is 7.979 / 8.144 eV. Its lowest unoccupied orbital energy (spin up / spin down) is -5.13 / -4.99 eV. Its expectation value of S² is 15.760. As for the total charge: +1. For the HOMO energy (spin up / spin down), the calculation gives -13.113 / -13.138 eV.

---

The following is a quantum chemistry calculation of a structure of composition C56H166Be2F6N2O29P, from the Open Molecules 2025 dataset.

Each line ends with the Mulliken charge.
CARTESIAN COORDINATES (ANGSTROEM)
Be (-0.4146, -4.2168, -3.3029)  0.87
Be (1.7314, -2.3676, 2.2340)  0.80
P (0.6927, 0.0290, 6.9421)  1.55
F (1.2802, 1.1704, 5.9121)  -0.51
F (0.6157, -1.1241, 5.7604)  -0.68
F (2.2161, -0.4498, 7.2168)  -0.43
F (0.1578, -0.9603, 8.1166)  -0.36
F (0.7718, 1.1973, 8.1385)  -0.43
F (-0.8027, 0.5716, 6.5796)  -0.38
C (-0.4411, -7.7478, -1.6793)  -1.88
C (1.0713, -7.7754, -1.8078)  1.70
C (1.2918, -8.8049, -2.9144)  -1.31
C (2.8224, -8.7904, -3.3554)  -0.87
C (3.3155, -7.4528, -3.6442)  -1.10
C (2.9893, -6.3839, -2.5126)  1.19
N (1.5480, -6.3981, -2.2107)  -0.10
O (1.1389, -5.2385, -1.4013)  0.57
C (3.3475, -5.0447, -3.2288)  -1.15
C (4.0460, -6.4531, -1.3127)  -1.37
C (1.6173, -8.3491, -0.5295)  -1.72
H (-0.8544, -8.6868, -1.3110)  0.47
H (-0.9553, -7.6269, -2.6327)  0.36
H (-0.9330, -6.9903, -1.0691)  0.10
H (0.7236, -8.6846, -3.8368)  0.39
H (1.0433, -9.8360, -2.6629)  0.45
H (2.9841, -9.5623, -4.1078)  0.51
H (3.4054, -9.2724, -2.5706)  0.33
H (2.8467, -7.1450, -4.5788)  0.37
H (4.3706, -7.5928, -3.8795)  0.42
H (2.6312, -4.8581, -4.0288)  0.28
H (4.3192, -5.0600, -3.7224)  0.58
H (3.2079, -4.2363, -2.5111)  -0.52
H (4.9979, -6.1123, -1.7200)  0.48
H (4.3204, -7.4624, -1.0061)  0.40
H (3.7692, -5.7871, -0.4954)  0.09
H (2.6597, -8.6677, -0.5326)  0.31
H (1.1688, -9.3238, -0.3373)  0.55
H (1.4166, -7.5789, 0.2153)  0.17
C (-1.6466, -0.5472, 1.8110)  -1.10
C (-1.0257, 0.3584, 0.7292)  2.90
C (-0.8710, 1.7078, 1.2888)  -0.71
C (-0.1921, 2.7868, 0.4231)  -0.62
C (1.1815, 2.2243, 0.1647)  0.22
C (1.2709, 0.8157, -0.4942)  1.69
N (0.3657, -0.0716, 0.2812)  0.70
O (0.5211, -1.4927, 0.0883)  0.55
C (2.7640, 0.3866, -0.2142)  0.69
C (0.9949, 0.9735, -2.0363)  0.27
C (-2.0339, 0.4672, -0.4627)  -0.20
H (-0.9488, -0.6586, 2.6409)  0.34
H (-1.7849, -1.5948, 1.5437)  -0.62
H (-2.6122, -0.1737, 2.1520)  -0.03
H (-0.3766, 1.5759, 2.2512)  -0.13
H (-1.8378, 2.0678, 1.6408)  -0.55
H (-0.1906, 3.6868, 1.0380)  0.97
H (-0.7365, 2.9407, -0.5086)  -0.34
H (1.7245, 2.2502, 1.1094)  -1.07
H (1.5559, 2.9363, -0.5709)  0.38
H (3.2989, 1.1810, -0.7348)  -0.06
H (2.8976, -0.5757, -0.7083)  -1.07
H (2.8814, 0.3472, 0.8687)  -0.13
H (0.0163, 1.3755, -2.2988)  -1.06
H (0.9681, 0.0701, -2.6455)  -0.65
H (1.7213, 1.6048, -2.5482)  0.47
H (-2.2420, -0.4859, -0.9489)  -0.80
H (-1.7776, 1.1017, -1.3111)  -0.07
H (-3.0530, 0.7390, -0.1876)  0.03
C (0.1385, 0.7037, -7.4709)  -1.48
C (-0.6312, 0.2123, -6.2489)  0.90
O (-0.7412, -1.2284, -6.3334)  -0.45
H (0.3772, 1.7599, -7.3469)  0.41
H (-0.4003, 0.5680, -8.4087)  0.39
H (1.1596, 0.3311, -7.5527)  0.35
H (-1.6125, 0.6863, -6.2717)  0.21
H (-0.1751, 0.4340, -5.2840)  -0.56
H (-1.4364, -1.3756, -6.9789)  0.25
C (0.9731, 6.0204, -0.3991)  -0.21
C (2.4557, 6.3727, -0.2867)  -0.28
O (3.0826, 5.9736, -1.4872)  -0.27
H (0.5394, 6.3768, 0.5352)  0.22
H (0.7889, 4.9821, -0.6750)  -0.30
H (0.4569, 6.6661, -1.1095)  0.46
H (2.8965, 5.9231, 0.6030)  -0.18
H (2.7060, 7.3726, 0.0676)  0.43
H (3.8141, 5.3905, -1.2715)  0.13
C (-5.1784, -1.7861, -3.5333)  -1.35
C (-4.6038, -0.4492, -3.1364)  0.29
O (-3.5560, -0.0691, -3.9401)  -0.25
H (-4.2957, -2.4247, -3.4996)  0.25
H (-5.6446, -1.7810, -4.5186)  0.46
H (-6.0617, -2.0160, -2.9376)  0.24
H (-4.1607, -0.5674, -2.1476)  -0.16
H (-5.3861, 0.3098, -3.1309)  0.28
H (-3.8116, -0.1062, -4.8647)  0.17
C (5.1203, 8.2596, -3.5026)  -0.85
C (3.6082, 8.2404, -3.8245)  -0.23
O (3.3361, 6.9345, -4.2264)  -0.54
H (5.4680, 9.2762, -3.3189)  0.35
H (5.6036, 7.9685, -4.4352)  0.32
H (5.5079, 7.5087, -2.8141)  0.13
H (3.4398, 8.8161, -4.7346)  0.31
H (2.9144, 8.4762, -3.0176)  0.20
H (3.3113, 6.4717, -3.3858)  0.39
C (-3.8404, 6.7257, -0.0742)  -0.98
C (-3.7669, 6.3431, 1.3631)  0.49
O (-5.0280, 5.8248, 1.7067)  -0.62
H (-4.1582, 5.9295, -0.7473)  0.15
H (-2.8247, 6.8958, -0.4314)  0.22
H (-4.3979, 7.6274, -0.3277)  0.35
H (-3.4182, 7.2901, 1.7751)  0.20
H (-3.0732, 5.5145, 1.5054)  -0.20
H (-4.8678, 4.8945, 1.8817)  0.46
C (3.8867, 2.9666, 3.8061)  -0.69
C (2.6478, 3.6314, 3.1643)  1.73
O (2.2642, 4.8208, 3.8661)  -0.63
H (3.5075, 2.3289, 4.6045)  -0.07
H (4.5678, 3.6786, 4.2723)  0.48
H (4.4862, 2.3953, 3.0973)  0.10
H (1.7182, 3.0670, 3.0919)  -0.07
H (2.8279, 4.0094, 2.1579)  -0.93
H (1.7433, 4.5997, 4.6416)  0.52
C (3.5526, 1.1063, -5.2286)  -1.34
C (3.9585, 0.0848, -4.2373)  1.00
O (3.7417, -1.2240, -4.7199)  -0.50
H (3.5246, 2.0988, -4.7787)  0.32
H (2.6023, 0.8271, -5.6836)  0.11
H (4.1833, 1.1775, -6.1147)  0.50
H (3.3561, 0.2016, -3.3365)  -0.53
H (4.9755, 0.2696, -3.8914)  0.21
H (4.0657, -1.4434, -5.5966)  0.28
O (-0.5099, -6.0650, 3.3539)  -0.50
H (-1.2153, -6.0137, 3.9989)  0.25
H (0.0617, -6.7610, 3.6783)  0.23
O (5.9557, 0.3374, 4.3567)  -0.51
H (5.6416, 0.9532, 5.0189)  0.28
H (6.9097, 0.3901, 4.4134)  0.26
O (2.9710, -3.4321, 0.1430)  0.30
H (3.8248, -3.3781, -0.2862)  -0.12
H (2.4037, -3.8527, -0.5032)  -0.29
O (-0.7412, 6.8257, 3.0282)  -0.50
H (-0.7679, 7.6292, 3.5478)  0.24
H (-0.0072, 6.3298, 3.3908)  0.27
O (1.5725, -0.0522, 3.3667)  0.86
H (1.4200, 0.1305, 4.2938)  -0.16
H (1.4548, 0.7930, 2.9330)  -0.54
O (3.9784, -1.4505, 2.3279)  -0.20
H (4.5862, -1.9649, 1.7968)  0.26
H (4.4822, -0.6804, 2.5911)  0.03
O (-1.7186, -3.3058, -1.3970)  0.67
H (-2.5496, -3.6393, -1.0586)  -0.17
H (-1.2847, -2.9239, -0.6341)  -0.48
O (0.3499, -4.4113, 1.4403)  0.21
H (0.1053, -4.6971, 0.5601)  -0.18
H (-0.1381, -4.9911, 2.0252)  0.08
O (-0.1028, -3.0000, 3.8196)  0.06
H (-0.5570, -3.8396, 3.8901)  0.12
H (-0.2557, -2.5728, 4.6624)  0.08
O (1.5219, -2.3816, -2.7189)  0.72
H (2.3573, -2.0013, -2.9902)  -0.31
H (1.1240, -1.7134, -2.1607)  -0.66
O (0.4923, -3.2734, -5.3837)  -0.44
H (0.2919, -3.5803, -6.2679)  0.24
H (0.5403, -2.3209, -5.4654)  0.28
O (-1.0571, -1.6743, -3.5429)  0.44
H (-1.3078, -1.0598, -2.8531)  -0.33
H (-1.6454, -1.4715, -4.2703)  0.11
C (-9.3670, -1.0593, 0.7537)  -1.39
C (-8.7065, -0.3575, -0.4639)  1.07
C (-9.2351, -0.9278, -1.8354)  -1.45
O (-8.9862, 1.0000, -0.4034)  -0.51
H (-10.4570, -1.0622, 0.7621)  0.40
H (-9.0676, -0.6776, 1.7298)  0.34
H (-9.0001, -2.0793, 0.6391)  0.34
H (-7.6327, -0.5383, -0.5119)  -0.19
H (-8.7328, -0.5046, -2.7053)  0.33
H (-10.2945, -0.7699, -2.0374)  0.42
H (-9.1281, -2.0125, -1.8311)  0.35
H (-9.9381, 1.1196, -0.4402)  0.35
C (-4.6501, -2.7383, 8.1294)  -1.41
C (-3.5466, -2.8697, 7.1329)  0.94
C (-2.9851, -1.5337, 6.6178)  -1.40
O (-2.4221, -3.6228, 7.6742)  -0.59
H (-5.5680, -2.5222, 7.5826)  0.35
H (-4.5035, -1.9079, 8.8201)  0.31
H (-4.7107, -3.6135, 8.7763)  0.36
H (-3.8247, -3.3238, 6.1818)  0.12
H (-2.1527, -1.2699, 7.2702)  0.23
H (-3.6545, -0.6751, 6.6729)  0.44
H (-2.3906, -1.4240, 5.7109)  0.25
H (-1.6749, -3.0324, 7.7955)  0.35
C (6.0348, -1.1958, -0.6493)  -0.36
C (6.3982, -2.6458, -0.1294)  0.82
C (7.8522, -2.7847, 0.0335)  -1.77
O (5.8268, -2.9361, 1.1291)  -0.46
H (6.6276, -0.9585, -1.5327)  0.62
H (6.4026, -0.4983, 0.1033)  0.18
H (4.9627, -1.0171, -0.7308)  -0.40
H (6.0580, -3.3863, -0.8533)  -0.07
H (8.0200, -3.7717, 0.4644)  0.59
H (8.1646, -1.9661, 0.6820)  0.38
H (8.3906, -2.7903, -0.9142)  0.40
H (6.5309, -3.2984, 1.6718)  0.25
C (-1.7863, 3.7981, 5.4589)  -0.69
C (-0.7464, 4.4235, 6.3969)  0.35
C (-0.8134, 4.1109, 7.9533)  -1.42
O (0.5681, 4.1502, 5.9724)  -0.57
H (-1.4522, 2.7824, 5.2472)  0.02
H (-1.7258, 4.5305, 4.6539)  0.15
H (-2.7252, 3.6460, 5.9912)  0.38
H (-0.7803, 5.5024, 6.2455)  0.32
H (0.0337, 4.5857, 8.4485)  0.38
H (-0.8093, 3.0521, 8.2119)  0.28
H (-1.6734, 4.4724, 8.5170)  0.44
H (0.8005, 3.3312, 6.4160)  0.03
C (-0.5977, 5.1159, -4.1898)  -1.29
C (-1.7685, 4.3462, -4.8138)  0.48
C (-2.0752, 3.1994, -3.8277)  -0.56
O (-2.9314, 5.1123, -4.7996)  -0.56
H (0.2456, 4.4648, -3.9598)  0.28
H (-0.9513, 5.5854, -3.2719)  0.16
H (-0.3609, 6.0898, -4.6181)  0.42
H (-1.3721, 3.9902, -5.7647)  0.29
H (-2.2532, 3.7126, -2.8826)  0.38
H (-1.2784, 2.4561, -3.8540)  -0.15
H (-3.0071, 2.7160, -4.1209)  0.22
H (-3.6967, 4.5778, -5.0239)  0.37
C (5.4028, 3.0015, 0.3711)  -0.81
C (6.1924, 3.4400, -0.8643)  0.31
C (6.1812, 2.4523, -2.0711)  -1.10
O (5.7469, 4.6938, -1.3600)  -0.51
H (4.3247, 3.0067, 0.2109)  -0.23
H (5.5867, 3.5323, 1.3052)  0.63
H (5.7360, 2.0200, 0.7084)  0.27
H (7.2507, 3.5720, -0.6389)  0.26
H (6.9175, 2.7924, -2.7993)  0.64
H (5.1952, 2.2331, -2.4809)  0.16
H (6.5734, 1.5313, -1.6397)  0.04
H (6.1927, 4.8309, -2.1991)  0.26
C (-5.1337, 2.7453, -0.1079)  -0.59
C (-5.8145, 2.5577, 1.3228)  0.17
C (-5.7352, 1.0690, 1.8522)  -0.17
O (-5.0456, 3.3391, 2.1509)  -0.70
H (-4.0467, 2.8054, -0.1611)  0.01
H (-5.3858, 3.7383, -0.4801)  0.43
H (-5.4487, 2.0680, -0.9017)  0.14
H (-6.8382, 2.9257, 1.3912)  0.45
H (-6.2607, 0.3473, 1.2269)  -0.12
H (-5.9740, 0.9259, 2.9060)  0.51
H (-4.7560, 0.6105, 1.7142)  -0.40
H (-4.1855, 2.9247, 2.0508)  0.28
C (-3.2861, -5.5617, 1.1759)  -0.55
C (-4.4637, -4.8026, 0.6729)  -0.10
C (-4.5534, -3.3411, 1.2131)  -0.60
O (-4.2319, -4.6887, -0.7392)  -0.51
H (-3.2875, -6.5413, 0.6980)  0.30
H (-3.2785, -5.6528, 2.2620)  0.39
H (-2.4599, -4.8972, 0.9230)  -0.36
H (-5.3786, -5.2253, 1.0881)  0.59
H (-4.6573, -3.2459, 2.2939)  0.50
H (-5.4408, -2.8874, 0.7717)  0.19
H (-3.6496, -2.7683, 1.0050)  -0.24
H (-4.8448, -5.3282, -1.1091)  0.28

The molecular weight is 1494.9 g mol⁻¹. Its frontier orbital gap is 3.377 eV. Its lowest unoccupied orbital energy is -5.45 eV. As for the total charge: +1. For the HOMO energy, the calculation gives -8.824 eV.

---

The following is a quantum chemistry calculation of the ion C3H7N4 with charge +1, from the Open Molecules 2025 dataset.

Each line ends with the Mulliken charge.
CARTESIAN COORDINATES (ANGSTROEM)
C (1.5554, 1.1669, -0.5008)  0.01
C (0.9853, -0.7672, 0.7446)  -0.32
C (-0.7692, -0.3734, -0.9691)  -0.34
N (1.5527, 0.2473, 0.2216)  -0.01
N (-0.9906, 0.9580, -0.4280)  -0.33
N (0.0141, -1.2605, -0.0869)  -0.22
N (-1.1289, 0.8647, 0.8982)  -0.12
H (1.8040, 1.8612, -1.1951)  0.46
H (1.4067, -1.1536, 1.5957)  0.42
H (-1.7845, -0.8584, -1.0401)  0.37
H (-0.1737, -0.2303, -2.0550)  0.28
H (-0.2347, -2.2877, -0.1453)  0.28
H (-1.0845, 0.0800, 1.5613)  0.27
H (-1.1523, 1.7530, 1.3987)  0.26

Its energy above the lowest of the compared OMol25 structures with the same formula, charge and spin is 574.1 kJ/mol. The molecular weight is 99.1 g mol⁻¹. Its frontier orbital gap (spin up / spin down) is 8.223 / 6.969 eV. Its lowest unoccupied orbital energy (spin up / spin down) is -4.44 / -5.43 eV. As for the total charge: +1. For the HOMO energy (spin up / spin down), the calculation gives -12.663 / -12.401 eV.

---

Please write out number 2 again, unchanged.
The following is a quantum chemistry calculation of a structure of composition C2EuLiO4, from the Open Molecules 2025 dataset.

Each line ends with the Mulliken spin population.
CARTESIAN COORDINATES (ANGSTROEM)
O (0.9824, -1.3165, 0.0743)  -0.01
C (-0.0965, -0.7546, -0.2558)  0.00
O (-1.2109, -1.2996, -0.3366)  0.00
Li (-2.4852, -0.0801, 0.4303)  0.00
Eu (3.0148, -0.0411, 0.1438)  7.03
O (-1.1787, 1.3513, 0.1069)  0.00
O (1.0590, 1.3295, -0.0347)  -0.01
C (-0.0848, 0.8110, -0.1282)  0.00

Its spin multiplicity is 8. Its energy above the lowest of the compared OMol25 structures with the same formula, charge and spin is 0.0 kJ/mol. The molecular weight is 246.9 g mol⁻¹. Its frontier orbital gap (spin up / spin down) is 7.979 / 8.144 eV. Its lowest unoccupied orbital energy (spin up / spin down) is -5.13 / -4.99 eV. Its expectation value of S² is 15.760. As for the total charge: +1. For the HOMO energy (spin up / spin down), the calculation gives -13.113 / -13.138 eV.